Here is a structure of composition C2H10BInO2 from the Open Molecules 2025 dataset. Energies are from ωB97M-V/def2-TZVPD.

Electronic energy = -12151.5162 eV
Largest force on an atom = 0.1252 hartree/bohr
LUMO energy = -15.193 eV
Total charge = +2
Energy above the lowest of the compared OMol25 structures with the same formula, charge and spin = 4.505 eV

Last column: Mulliken charge in e.
Geometry (Å):
In1 11.20578 -1.81844 -2.29934  1.000
B1 15.04967 -0.70140 -3.18700  -0.124
H1 14.43085 0.02472 -3.69104  0.172
H2 16.12064 -0.59160 -3.25905  0.187
H3 14.73146 -0.71929 -2.15614  0.094
H4 14.75189 -1.66878 -3.56080  0.074
C1 12.00090 -6.70906 -3.46368  -0.269
C2 10.73055 -6.93587 -2.66466  -0.437
O1 9.71464 -6.03606 -3.09301  -0.407
O2 12.72034 -5.49859 -3.16750  -0.375
H5 11.75860 -6.53762 -4.51249  0.298
H6 12.74893 -7.49770 -3.38244  0.372
H7 10.85278 -6.81891 -1.58788  0.281
H8 10.35068 -7.93212 -2.89114  0.402
H9 8.99376 -6.62458 -3.32878  0.367
H10 13.62752 -5.54659 -3.47785  0.367